ORCA calculation (ωB97M-V/def2-TZVPD) on C23H37GeN2RuS2SeSi as an isolated structure at a distorted geometry.

Energy relative to the best compared isomer or geometry (same formula, charge and spin) in kJ/mol: 178.75
Total charge: -2
Total energy in a.u.: -6667.18078
E_HOMO (alpha / beta) in eV: 0.25 / 0.66
Frontier orbital gap (alpha / beta) in eV: 4.36 / 3.96
Multiplicity: 2

Each line ends with the natural charge from an NBO analysis.
CARTESIAN COORDINATES (ANGSTROEM)
H1 2.007 3.387 -5.252  0.198
H2 -3.958 2.889 0.317  0.203
H3 -2.856 -5.066 3.141  0.183
C1 -1.904 1.633 -2.097  -0.211
H4 1.650 0.301 -2.039  0.217
H5 5.582 1.652 2.823  0.225
H6 -0.830 3.857 -3.308  0.219
H7 -2.215 2.891 1.830  0.134
H8 2.669 1.786 -4.920  0.208
H9 4.941 5.078 2.919  0.196
C2 3.128 3.606 -2.145  -1.079
C3 -2.619 0.319 1.024  -0.222
H10 -2.226 1.915 -4.186  0.220
Se1 2.600 1.929 0.941  -0.823
H11 0.953 1.971 -5.264  0.212
H12 -0.790 3.136 0.775  0.225
C4 -1.369 2.391 1.328  -0.415
H13 3.905 2.867 -1.983  0.232
S1 0.816 -0.864 2.456  -0.317
N1 -1.283 -1.667 0.441  -0.487
H14 -2.635 -0.731 -0.848  0.214
H15 1.701 2.575 4.389  0.238
C5 4.892 2.021 3.574  -1.113
H16 2.942 4.083 -1.190  0.248
C6 -2.193 -3.486 1.856  -0.249
H17 -0.772 -1.933 -1.573  0.226
C7 -2.553 -0.983 0.214  -0.212
C8 -3.700 2.969 -3.061  -0.226
C9 -0.340 -2.895 3.833  -0.232
H18 0.443 5.075 -3.269  0.203
C10 -0.879 -2.530 -0.663  -0.411
Ge1 1.454 2.737 -2.795  1.621
H19 0.385 -2.655 4.598  0.207
C11 0.068 4.174 -2.790  -1.089
H20 1.389 4.068 3.533  0.224
C12 -2.605 2.168 -3.203  -0.231
H21 -0.213 4.420 -1.770  0.225
H22 -1.206 -4.544 4.906  0.184
H23 -2.918 -3.728 1.085  0.191
H24 -3.415 -1.612 0.496  0.160
C13 0.912 1.103 -1.847  -1.149
Si1 3.486 2.989 2.687  1.397
H25 -2.242 0.133 2.039  0.233
S2 -0.669 0.430 -2.456  0.200
C14 -2.438 1.899 -0.788  0.256
C15 2.169 3.473 3.998  -1.116
H26 -4.189 3.386 -3.934  0.193
H27 -0.712 1.940 2.088  0.255
H28 0.090 -2.967 -0.407  0.212
Ru1 0.377 0.346 0.233  0.239
H29 2.576 4.040 4.833  0.196
H30 5.450 2.644 4.270  0.196
H31 3.486 4.350 -2.855  0.190
C16 -1.294 -2.426 1.669  0.171
C17 -0.348 -2.132 2.656  -0.201
H32 3.664 5.325 1.729  0.219
H33 -3.680 0.628 1.103  0.154
H34 5.058 4.352 1.318  0.226
H35 4.501 1.166 4.115  0.228
H36 -5.060 3.905 -1.643  0.194
C18 -4.203 3.258 -1.770  -0.236
C19 -2.157 -4.244 3.015  -0.302
C20 1.807 2.430 -4.775  -1.083
C21 4.373 4.605 2.121  -1.109
C22 -3.557 2.690 -0.672  -0.269
N2 -1.801 1.353 0.392  -0.494
C23 -1.236 -3.946 4.004  -0.230
H37 -1.601 -3.344 -0.846  0.137

ORCA calculation (ωB97M-V/def2-TZVPD) on C17H23F5NO3P2W as an isolated structure at a distorted geometry.

Total charge: +3
Total energy in a.u.: -2189.99608
E_HOMO (alpha / beta) in eV: -17.82 / -17.82
Frontier orbital gap (alpha / beta) in eV: 5.04 / 4.40
Multiplicity: 3

Each line ends with the natural charge from an NBO analysis.
CARTESIAN COORDINATES (ANGSTROEM)
C1 -3.770 -0.225 0.023  -0.857
H1 3.532 1.245 -1.768  0.291
O1 -1.557 -3.436 -3.890  -0.952
F1 0.055 1.200 2.340  -0.282
W1 0.000 0.000 0.000  1.475
H2 -2.729 2.011 2.062  0.263
H3 2.661 3.187 -3.193  0.276
C2 0.548 3.374 -3.582  -0.015
C3 -0.235 0.175 3.179  0.250
H4 2.453 -6.144 -0.931  0.502
H5 -3.955 -0.614 1.024  0.270
C4 1.475 1.909 -1.917  0.279
P1 -2.169 0.764 -0.003  0.755
H6 2.179 -4.584 -0.665  0.439
C5 -0.728 2.940 -3.213  -0.217
O2 1.988 -5.340 -1.310  -0.938
H7 -1.115 -3.605 -4.768  0.494
H8 0.667 4.104 -4.370  0.276
F2 -0.786 -3.448 3.102  -0.226
N1 0.239 1.482 -1.548  -0.641
H9 -3.512 2.747 0.654  0.284
C6 -0.687 -0.624 5.425  0.408
C7 -0.370 -1.133 2.688  0.219
C8 -0.396 0.426 4.547  0.332
H10 2.783 -2.538 -1.383  0.269
H11 2.230 -1.389 -2.615  0.262
C9 -0.845 1.998 -2.188  0.274
C10 2.844 -1.503 -1.720  -0.858
C11 2.650 1.336 -1.135  -0.706
H12 -2.471 0.677 -2.425  0.285
H13 -1.605 3.322 -3.714  0.277
C12 -2.206 1.462 -1.761  -0.698
C13 -0.815 -1.929 4.937  0.305
H14 -4.611 0.403 -0.272  0.285
H15 -1.786 3.017 0.948  0.257
O3 -0.235 -1.403 1.377  -0.569
H16 -3.702 -1.061 -0.674  0.276
H17 -0.826 -3.569 -3.164  0.460
C14 -0.656 -2.182 3.571  0.379
P2 2.234 -0.343 -0.368  0.750
H18 2.891 2.034 -0.333  0.282
H19 3.564 -1.500 1.374  0.272
H20 -2.974 2.231 -1.839  0.290
H21 3.465 0.239 1.705  0.259
F3 -1.096 -2.948 5.788  -0.221
F4 -0.844 -0.378 6.750  -0.201
F5 -0.270 1.690 5.023  -0.231
C15 1.669 2.857 -2.926  -0.220
C16 -2.593 2.287 1.016  -0.868
C17 3.596 -0.508 0.921  -0.861
H22 4.576 -0.364 0.465  0.287
H23 3.879 -1.282 -1.980  0.282

ORCA calculation (ωB97M-V/def2-TZVPD) on a 2-piece molecular cluster, H4O2 overall at a distorted geometry.

Energy relative to the best compared isomer or geometry (same formula, charge and spin) in kJ/mol: 39.13
Total energy in a.u.: -152.86003
E_HOMO in eV: -10.86
Frontier orbital gap in eV: 11.49

Each line ends with the natural charge from an NBO analysis.
CARTESIAN COORDINATES (ANGSTROEM)
H1 0.259 -0.045 0.751  0.488
O1 0.496 -0.531 1.619  -0.952
H2 0.700 0.314 2.121  0.456
O2 -0.295 0.161 -1.217  -0.990
H3 -1.046 0.738 -1.431  0.493
H4 -0.114 -0.637 -1.843  0.505

ORCA calculation (ωB97M-V/def2-TZVPD) on C23H22F5N5O2PtSe as an isolated structure.

Energy relative to the best compared isomer or geometry (same formula, charge and spin) in kJ/mol: 82.41
Total charge: -2
Total energy in a.u.: -4333.82372
E_HOMO (alpha / beta) in eV: -0.22 / -1.03
Frontier orbital gap (alpha / beta) in eV: 4.28 / 5.09
Multiplicity: 3

Each line ends with the natural charge from an NBO analysis.
CARTESIAN COORDINATES (ANGSTROEM)
C1 0.376 -0.590 3.258  -0.614
C2 -2.480 1.045 -1.702  -0.258
C3 -3.342 -1.773 -3.232  -0.014
C4 0.767 -3.016 2.864  -0.599
N1 -3.323 1.130 -5.197  -0.238
H1 -0.460 -0.634 -3.494  0.230
H2 -2.683 3.819 -4.499  0.213
H3 -4.108 -2.350 -0.625  0.204
C5 -2.641 3.065 -3.724  -0.209
N2 -3.206 -0.401 -3.693  -0.218
F1 1.047 2.839 3.956  -0.432
N3 -0.821 -2.095 -0.709  -0.431
H4 4.832 -2.094 -2.347  0.060
C6 -1.182 -1.927 -1.948  0.382
C7 -1.967 -2.311 0.014  -0.082
H5 -1.958 4.366 -2.180  0.222
N4 -3.457 -0.131 -4.987  -0.053
H6 3.487 -1.185 2.417  0.146
H7 -4.382 -1.975 -2.966  0.198
C8 3.971 -1.958 -1.661  0.628
C9 0.662 3.800 2.971  -0.066
F2 4.206 4.135 2.669  -0.334
H8 1.487 -3.838 2.900  0.195
C10 -3.051 -2.267 -0.805  -0.128
H9 2.658 -0.802 4.737  0.213
C11 -0.259 -1.621 -3.074  -0.681
H10 1.490 -2.007 5.303  0.184
N5 -2.548 -2.017 -2.071  -0.389
C12 1.638 2.196 1.106  -0.272
C13 -2.886 0.749 -3.017  0.147
H11 0.340 -2.998 1.859  0.222
Se1 0.857 0.776 0.156  -0.065
C14 -2.960 1.728 -4.008  0.019
H12 0.802 0.399 3.432  0.244
C15 1.458 -1.671 3.153  -0.174
H13 -0.203 -0.529 2.336  0.225
O1 3.020 -1.251 -2.067  -0.744
H14 -3.064 -2.412 -4.073  0.215
H15 -2.367 0.295 -0.932  0.246
C16 -2.245 3.357 -2.444  -0.215
H16 0.761 -1.625 -2.688  0.298
H17 -0.300 -0.827 4.087  0.174
H18 -0.029 -3.214 3.591  0.174
C17 2.957 2.449 1.487  0.239
Pt1 2.333 -1.095 0.187  0.543
H19 -1.937 -2.455 1.081  0.218
C18 2.189 -1.758 4.498  -0.594
H20 -1.785 2.623 -0.465  0.268
C19 3.080 3.683 2.073  0.297
C20 2.474 -1.407 2.068  -0.331
F3 -0.173 3.742 0.656  -0.389
F4 1.841 5.743 1.946  -0.383
F5 3.984 1.584 1.415  -0.324
H21 -0.346 -2.358 -3.877  0.202
C21 1.785 4.358 2.199  0.128
H22 2.967 -2.525 4.467  0.191
C22 0.834 3.365 1.565  0.193
C23 -2.160 2.355 -1.446  -0.161
O2 4.020 -2.485 -0.523  -0.721

ORCA calculation (ωB97M-V/def2-TZVPD) on C29H50N7O6PSSm as an isolated structure at a distorted geometry.

Energy relative to the best compared isomer or geometry (same formula, charge and spin) in kJ/mol: 69.26
Total charge: +1
Total energy in a.u.: -3367.03930
E_HOMO (alpha / beta) in eV: -10.62 / -10.68
Frontier orbital gap (alpha / beta) in eV: 7.51 / 7.61
Multiplicity: 6

Each line ends with the Löwdin charge.
CARTESIAN COORDINATES (ANGSTROEM)
H1 -3.924 4.207 -3.196  0.064
H2 0.317 2.436 -4.104  0.056
O1 0.491 -4.435 -1.866  -0.234
H3 2.689 0.253 3.167  0.075
H4 -1.682 0.539 -3.827  0.057
C1 0.038 3.491 -4.063  -0.088
H5 -1.069 5.804 -1.734  0.062
H6 -4.646 1.063 -3.232  0.089
C2 3.855 -0.965 -2.687  -0.003
C3 -2.305 1.318 -4.269  -0.093
H7 1.750 4.384 -2.438  0.090
H8 -2.019 1.433 0.591  0.021
N1 -0.733 1.298 -1.630  -0.458
H9 -3.145 5.205 -1.196  0.070
C4 2.162 0.727 3.994  -0.021
O2 2.723 0.009 0.192  -0.165
H10 0.890 4.525 -0.912  0.058
H11 1.281 2.930 -1.581  0.046
H12 5.539 4.428 6.714  0.091
H13 3.432 1.670 6.125  0.123
H14 -1.731 1.834 -5.033  0.064
H15 4.302 1.261 -3.978  0.106
H16 4.913 -0.742 -2.762  0.126
N2 -0.649 -2.227 1.877  -0.009
H17 4.176 -2.793 -1.610  0.129
C5 -2.309 3.348 -0.381  -0.587
C6 -3.453 4.346 -0.603  -0.070
H18 3.326 6.490 2.872  0.082
H19 -0.915 5.005 0.035  0.065
C7 -0.351 3.929 -2.637  -0.587
H20 -1.709 -1.841 0.200  0.103
C8 2.667 2.130 4.191  -0.166
H21 2.272 -3.579 1.971  0.087
N3 2.506 -1.104 0.845  -0.422
C9 3.321 2.441 5.371  0.009
C10 -1.237 4.058 0.463  -0.091
C11 2.092 -2.402 -1.948  -0.307
H22 -0.757 3.659 -4.786  0.067
C12 2.533 3.142 3.216  -0.096
H23 2.339 0.136 4.891  0.088
H24 -4.559 2.041 -1.779  0.060
O3 2.447 -4.416 -0.318  -0.252
C13 2.924 -0.059 -3.210  -0.304
H25 1.102 0.696 3.754  0.085
H26 4.647 3.140 7.535  0.080
H27 2.678 1.652 -4.324  0.093
C14 2.931 5.571 2.443  -0.038
Sm1 0.597 0.332 -0.182  1.630
N4 1.314 -3.420 2.262  0.174
C15 3.055 4.441 3.445  -0.185
H28 -2.064 -0.898 1.509  0.101
H29 0.896 4.089 -4.382  0.089
H30 1.895 5.764 2.162  0.084
C16 -2.870 2.269 -3.193  -0.594
C17 1.871 2.940 1.948  -0.143
C18 0.959 3.941 -1.828  -0.092
C19 3.699 4.693 4.640  0.002
S1 1.418 -3.738 -1.037  0.627
H31 0.810 0.238 -3.620  0.088
H32 -1.841 5.418 -3.267  0.066
C20 4.544 4.023 6.906  -0.030
C21 1.160 -1.547 -2.531  -0.130
H33 -1.158 -3.097 1.991  0.145
H34 0.115 -1.841 -2.543  0.126
H35 -3.060 2.561 1.485  0.094
O4 3.348 -1.958 0.927  0.124
H36 -4.326 3.904 -1.076  0.065
H37 -0.182 5.986 -3.236  0.097
C22 3.448 -2.122 -2.048  -0.042
H38 -3.541 0.600 -1.940  0.076
N5 3.329 1.127 -3.767  0.138
H39 3.991 4.779 7.467  0.093
H40 -3.677 1.676 0.087  0.067
H41 1.895 3.797 1.264  0.111
C23 -0.908 5.356 -2.712  -0.068
O5 1.251 1.947 1.555  -0.134
H42 -1.667 4.275 1.445  0.098
N6 1.286 -1.163 1.365  -0.028
H43 -2.839 3.979 -4.567  0.066
C24 1.558 -0.377 -3.139  -0.070
C25 -3.521 3.471 -3.887  -0.073
P1 -1.517 2.634 -1.938  0.852
C26 -3.964 1.453 -2.474  -0.094
H44 4.097 5.685 4.827  0.126
H45 -3.148 0.835 -4.770  0.088
O6 0.484 -2.916 -0.038  -0.258
C27 3.842 3.707 5.613  -0.226
H46 -4.357 3.108 -4.493  0.095
H47 -0.359 3.437 0.624  0.038
H48 3.494 5.372 1.529  0.093
H49 -3.774 4.726 0.372  0.095
C28 0.680 -2.478 1.469  -0.561
H50 0.811 -4.298 2.297  0.118
C29 -2.804 2.181 0.493  -0.094
N7 -1.311 -1.327 0.984  -0.003

Copy entry 2 word for word.
ORCA calculation (ωB97M-V/def2-TZVPD) on C17H23F5NO3P2W as an isolated structure at a distorted geometry.

Total charge: +3
Total energy in a.u.: -2189.99608
E_HOMO (alpha / beta) in eV: -17.82 / -17.82
Frontier orbital gap (alpha / beta) in eV: 5.04 / 4.40
Multiplicity: 3

Each line ends with the natural charge from an NBO analysis.
CARTESIAN COORDINATES (ANGSTROEM)
C1 -3.770 -0.225 0.023  -0.857
H1 3.532 1.245 -1.768  0.291
O1 -1.557 -3.436 -3.890  -0.952
F1 0.055 1.200 2.340  -0.282
W1 0.000 0.000 0.000  1.475
H2 -2.729 2.011 2.062  0.263
H3 2.661 3.187 -3.193  0.276
C2 0.548 3.374 -3.582  -0.015
C3 -0.235 0.175 3.179  0.250
H4 2.453 -6.144 -0.931  0.502
H5 -3.955 -0.614 1.024  0.270
C4 1.475 1.909 -1.917  0.279
P1 -2.169 0.764 -0.003  0.755
H6 2.179 -4.584 -0.665  0.439
C5 -0.728 2.940 -3.213  -0.217
O2 1.988 -5.340 -1.310  -0.938
H7 -1.115 -3.605 -4.768  0.494
H8 0.667 4.104 -4.370  0.276
F2 -0.786 -3.448 3.102  -0.226
N1 0.239 1.482 -1.548  -0.641
H9 -3.512 2.747 0.654  0.284
C6 -0.687 -0.624 5.425  0.408
C7 -0.370 -1.133 2.688  0.219
C8 -0.396 0.426 4.547  0.332
H10 2.783 -2.538 -1.383  0.269
H11 2.230 -1.389 -2.615  0.262
C9 -0.845 1.998 -2.188  0.274
C10 2.844 -1.503 -1.720  -0.858
C11 2.650 1.336 -1.135  -0.706
H12 -2.471 0.677 -2.425  0.285
H13 -1.605 3.322 -3.714  0.277
C12 -2.206 1.462 -1.761  -0.698
C13 -0.815 -1.929 4.937  0.305
H14 -4.611 0.403 -0.272  0.285
H15 -1.786 3.017 0.948  0.257
O3 -0.235 -1.403 1.377  -0.569
H16 -3.702 -1.061 -0.674  0.276
H17 -0.826 -3.569 -3.164  0.460
C14 -0.656 -2.182 3.571  0.379
P2 2.234 -0.343 -0.368  0.750
H18 2.891 2.034 -0.333  0.282
H19 3.564 -1.500 1.374  0.272
H20 -2.974 2.231 -1.839  0.290
H21 3.465 0.239 1.705  0.259
F3 -1.096 -2.948 5.788  -0.221
F4 -0.844 -0.378 6.750  -0.201
F5 -0.270 1.690 5.023  -0.231
C15 1.669 2.857 -2.926  -0.220
C16 -2.593 2.287 1.016  -0.868
C17 3.596 -0.508 0.921  -0.861
H22 4.576 -0.364 0.465  0.287
H23 3.879 -1.282 -1.980  0.282

- Look up the total energy of the first one.
  -6667.18078 a.u.

- total energy of number 2 (C17H23F5NO3P2W)?
  -2189.99608 a.u.